No. 1
This record from OMol25 describes a molecular structure, C27H43ClN6O3RuS2Si. The level of theory is ωB97M-V/def2-TZVPD.

Element x y z (Å)
Ru 1.01 1.30 0.78
C 0.09 3.48 4.72
C 0.22 2.50 3.60
N 0.34 2.89 2.32
N 0.29 4.25 2.09
C 0.50 4.74 0.87
N 0.38 6.07 0.68
S 0.94 3.73 -0.42
C 0.19 1.10 3.78
C -0.06 0.44 5.02
C -0.14 -0.92 5.07
C 0.02 -1.67 3.89
C 0.25 -1.00 2.73
N 0.35 0.34 2.65
H 0.84 4.27 4.64
H 0.25 3.00 5.68
H -0.90 3.94 4.75
H 0.00 4.86 2.84
H -0.09 6.65 1.36
H 0.45 6.42 -0.26
H -0.21 1.03 5.91
H -0.33 -1.41 6.02
H -0.05 -2.75 3.90
H 0.36 -1.52 1.78
C -3.87 0.68 -1.99
C -3.31 -0.02 -3.22
C -3.30 0.91 -4.42
C -4.08 -1.30 -3.53
O -1.92 -0.37 -3.00
Si -1.14 -1.10 -1.80
S -0.70 0.55 -0.41
O -2.06 -2.05 -0.89
C -2.04 -3.44 -0.47
C -1.80 -4.34 -1.68
C -3.40 -3.70 0.14
C -0.93 -3.61 0.56
O 0.21 -1.80 -2.32
C 0.87 -1.85 -3.63
C -0.12 -2.33 -4.68
C 1.38 -0.46 -3.97
C 2.01 -2.84 -3.46
H -4.90 0.98 -2.18
H -3.28 1.57 -1.76
H -3.86 0.01 -1.13
H -4.31 1.23 -4.67
H -2.87 0.41 -5.29
H -2.70 1.80 -4.21
H -5.12 -1.06 -3.76
H -4.06 -1.96 -2.67
H -3.64 -1.81 -4.39
H -2.53 -4.13 -2.46
H -1.90 -5.38 -1.39
H -0.80 -4.19 -2.08
H -4.19 -3.60 -0.61
H -3.60 -2.98 0.94
H -3.45 -4.70 0.55
H 0.03 -3.32 0.13
H -0.87 -4.65 0.88
H -1.14 -2.99 1.43
H -0.94 -1.63 -4.80
H -0.52 -3.31 -4.41
H 0.39 -2.42 -5.64
H 0.57 0.27 -3.94
H 1.81 -0.46 -4.97
H 2.17 -0.16 -3.27
H 1.62 -3.83 -3.24
H 2.67 -2.53 -2.65
H 2.59 -2.89 -4.38
Cl 2.81 -0.52 -0.54
C 2.33 1.18 -0.81
H 1.88 1.27 -1.79
H 3.21 1.81 -0.69
N 6.79 2.62 5.46
C 5.98 2.39 4.69
C 4.95 2.10 3.73
C 4.48 3.11 2.89
C 3.47 2.80 2.01
N 2.93 1.58 1.92
C 3.41 0.61 2.71
C 4.41 0.82 3.63
H 4.88 4.11 2.93
H 3.06 3.55 1.33
H 2.96 -0.38 2.59
H 4.77 0.02 4.25

## Properties
- Net charge: +1
- Energy above the lowest of the compared OMol25 structures with the same formula, charge and spin: 86.6 kJ/mol
- 2S+1: 6
- Orbital gap (alpha / beta): 5.31 / 6.59 eV
- LUMO level (alpha / beta): -3.2 / -4.5 eV

Atom charges from the Löwdin analysis, given in e for atoms 1 to 2: 0.94, -0.03


No. 2
This record from OMol25 describes a molecular structure, C27H43F5FeGeN3O3SSeSi in a non-equilibrium geometry. The level of theory is ωB97M-V/def2-TZVPD.

Element x y z (Å)
Fe 0.11 0.33 -0.35
N -1.90 -0.36 -0.96
C -2.66 -0.02 -2.16
C -2.25 -0.86 -3.37
C -0.74 -0.98 -3.46
C -0.04 0.38 -3.48
N 0.85 0.57 -2.32
H -1.93 -1.36 -0.76
H -2.33 0.09 -0.16
H -2.48 1.04 -2.36
H -3.74 -0.12 -2.00
H -2.69 -0.41 -4.26
H -2.68 -1.86 -3.28
H -0.43 -1.61 -4.29
H -0.41 -1.51 -2.56
H -0.76 1.20 -3.44
H 0.51 0.52 -4.42
H 1.22 1.52 -2.37
H 1.63 -0.07 -2.44
C 2.69 -6.39 -1.48
C 1.95 -5.07 -1.39
C 1.61 -4.69 0.05
C 0.73 -3.46 0.20
Ge 1.41 -1.73 -0.52
C 3.23 -1.42 0.20
C 4.35 -2.32 -0.32
C 5.75 -1.84 0.09
C 5.96 -1.83 1.60
H 2.95 -6.65 -2.51
H 2.09 -7.21 -1.08
H 3.62 -6.36 -0.91
H 1.03 -5.11 -1.98
H 2.56 -4.28 -1.84
H 2.54 -4.55 0.60
H 1.12 -5.55 0.52
H 0.53 -3.27 1.25
H -0.25 -3.64 -0.26
H 1.73 -2.02 -2.05
H 3.16 -1.46 1.28
H 3.48 -0.38 -0.03
H 4.30 -2.39 -1.41
H 4.22 -3.35 0.05
H 5.90 -0.83 -0.30
H 6.50 -2.48 -0.39
H 5.27 -1.15 2.09
H 6.97 -1.53 1.86
H 5.79 -2.83 2.01
C -4.75 -0.28 3.64
C -5.12 0.22 2.40
C -4.31 1.15 1.77
C -3.11 1.58 2.34
C -2.76 1.07 3.60
C -3.57 0.14 4.24
Si -1.95 2.80 1.53
C -2.80 4.17 0.61
C -2.53 5.49 0.98
C -3.08 6.56 0.28
C -3.92 6.32 -0.80
C -4.19 5.02 -1.19
C -3.64 3.96 -0.49
H -5.37 -1.01 4.14
H -6.04 -0.11 1.94
H -4.62 1.54 0.80
H -1.83 1.37 4.06
H -3.27 -0.26 5.20
H -1.10 3.39 2.57
H -1.86 5.69 1.81
H -2.85 7.57 0.58
H -4.34 7.15 -1.35
H -4.83 4.83 -2.04
H -3.83 2.95 -0.83
F 3.63 3.41 0.51
C 2.69 3.42 1.47
F 1.70 4.23 1.07
F 3.24 3.97 2.57
S 2.05 1.74 1.83
O 0.93 1.99 2.70
O 3.17 1.03 2.38
O 1.67 1.34 0.46
Se -0.07 3.57 -1.97
C -0.47 2.29 -0.76
N -1.04 1.95 0.27
F 0.54 -0.93 2.23
C -0.46 -0.49 1.36
F -1.30 -1.65 1.24
H -1.08 0.15 1.99

## Properties
- Net charge: -1
- Energy above the lowest of the compared OMol25 structures with the same formula, charge and spin: 116.1 kJ/mol
- Orbital gap: 7.25 eV
- LUMO level: 2.4 eV

Atom charges from the Löwdin analysis, given in e for atoms 1 to 2: 0.18, 0.01